[1]
A cluster of 4 separate species, C3H13NO2S in total at a distorted geometry, computed with ωB97M-V/def2-TZVPD.

Each line ends with the natural charge from an NBO analysis.
CARTESIAN COORDINATES (ANGSTROEM)
H -1.837 1.631 -0.324  0.335
C 0.109 0.112 1.070  -0.590
H -0.912 -2.078 1.130  0.364
H -2.271 -1.813 -0.004  0.357
H 0.334 0.678 -1.728  0.497
H 1.431 -0.129 -1.261  0.430
H -3.067 0.409 0.217  0.180
C -1.176 -0.201 0.339  -0.098
H 6.139 -2.167 0.340  0.008
H -0.115 0.374 2.247  0.229
O -0.633 1.864 -1.402  -1.267
C -2.158 0.924 0.518  -0.685
H 0.549 1.031 0.620  0.268
H -0.917 -0.224 -0.759  0.221
H -2.280 1.448 1.508  0.174
H -0.491 2.316 -2.218  0.428
N -1.730 -1.450 0.729  -0.883
H 6.621 -1.644 0.377  -0.008
S 1.328 -1.182 0.709  0.047
O 1.076 0.102 -2.107  -1.007

* charge: -1
* F_max: 0.0901 hartree/bohr
* Kohn-Sham gap (spin up / spin down): 7.21 / 5.18 eV
* 2S+1: 2
* E_LUMO (spin up / spin down): 3.33 / 1.30 eV



[2]
A cluster of 3 separate species, C3H13NO2S in total at a distorted geometry, computed with ωB97M-V/def2-TZVPD.

Each line ends with the natural charge from an NBO analysis.
CARTESIAN COORDINATES (ANGSTROEM)
H 1.651 0.376 1.492  0.396
O 1.931 -2.644 1.403  -0.975
H 0.755 1.232 -0.592  0.189
H -2.430 1.471 0.879  0.171
C -1.184 0.267 -0.499  -0.425
H -2.110 0.199 -1.080  0.194
H 0.390 -0.768 -2.564  0.118
H -0.538 2.092 -1.346  0.206
N -1.922 -0.252 1.802  -0.870
C -1.526 0.861 0.903  -0.324
S 0.205 0.513 -2.908  -0.098
H 2.278 -2.136 2.151  0.485
H -0.925 -0.769 -0.342  0.208
H 1.442 0.701 3.056  0.319
H -0.628 1.402 1.213  0.158
O 1.620 0.007 2.399  -1.373
H 1.023 -2.307 1.467  0.464
H -2.665 0.046 2.423  0.345
C -0.134 1.085 -1.215  -0.554
H -1.124 -0.523 2.379  0.367

* charge: -1
* F_max: 0.0292 hartree/bohr
* Kohn-Sham gap (spin up / spin down): 2.50 / 8.95 eV
* 2S+1: 2
* E_LUMO (spin up / spin down): 3.01 / 2.92 eV



[3]
A cluster of 3 separate species, C3H13NO2S in total at a distorted geometry, computed with ωB97M-V/def2-TZVPD.

Each line ends with the natural charge from an NBO analysis.
CARTESIAN COORDINATES (ANGSTROEM)
H -0.645 1.268 -0.018  0.211
C -2.043 1.464 -1.606  -0.490
H 0.038 -0.473 -1.146  0.187
H 2.623 0.732 1.472  0.464
C -1.531 0.757 -0.410  -0.436
H -1.616 -1.271 -1.273  0.188
H -1.331 -1.975 0.934  0.364
N -0.637 -1.344 0.556  -0.879
H -2.249 0.661 0.404  0.198
O 3.821 -2.788 1.619  -0.948
H -2.912 0.962 -2.038  0.204
H -1.293 1.485 -2.401  0.215
H 4.076 -3.548 2.144  0.478
C -0.928 -0.672 -0.683  -0.196
H 3.106 0.607 0.066  0.468
H -0.026 -1.028 1.285  0.378
O 2.409 1.062 0.589  -0.930
S -2.490 3.229 -1.240  -0.060
H -2.786 2.933 0.019  0.114
H 4.413 -2.062 1.728  0.469

* charge: 0
* F_max: 0.0396 hartree/bohr
* Kohn-Sham gap: 8.75 eV
* 2S+1: 1
* E_LUMO: 0.37 eV



[4]
A cluster of 3 separate species, C3H13NO2S in total at a distorted geometry, computed with ωB97M-V/def2-TZVPD.

Each line ends with the natural charge from an NBO analysis.
CARTESIAN COORDINATES (ANGSTROEM)
H 1.034 0.424 -0.898  0.359
H 1.435 1.805 -0.349  0.361
S -3.820 -1.035 0.179  -0.022
C -0.421 1.285 0.219  -0.200
C -2.793 0.458 0.481  -0.508
H -0.982 -0.545 0.934  0.218
H 2.746 -0.047 0.206  0.493
H -3.318 -1.341 -0.951  0.099
H 2.617 -3.245 -1.283  0.470
H -3.168 1.421 -0.036  0.208
H 3.400 -0.087 1.665  0.478
H -3.041 0.766 1.508  0.225
H -0.791 2.024 -0.548  0.157
H 3.297 -1.920 -1.024  0.483
H -0.554 1.757 1.237  0.186
H -1.272 -0.330 -0.821  0.201
O 3.602 -0.149 0.684  -0.982
O 2.411 -2.274 -1.302  -0.953
C -1.335 0.109 0.144  -0.424
N 0.952 0.921 -0.044  -0.847

* charge: 0
* F_max: 0.0512 hartree/bohr
* Kohn-Sham gap: 9.90 eV
* 2S+1: 1
* E_LUMO: 0.82 eV



Energy relative to the best compared isomer or geometry (same formula, charge and spin) in kcal per mole, matching the order above: 51.22 8.75 21.94 20.33